a:
The following is a quantum chemistry calculation of a cluster of 2 separate species, C3H11N4 in total, from the Open Molecules 2025 dataset.

Geometry as XYZ:
```
18
Properties=species:S:1:pos:R:3
C -0.44740 -3.59612 0.73284
N 1.08668 -0.31110 0.14693
C 0.26020 -1.28357 0.37634
N 0.50075 -2.57501 0.28379
H -1.33821 -3.67046 0.11263
H -0.77961 -3.42551 1.75636
H 0.09701 -4.53575 0.69856
H 1.98242 -0.52018 -0.26389
H 0.81870 0.71122 0.41695
H -0.71042 -1.01631 0.78105
H 1.39246 -2.91368 -0.03984
N -1.00846 3.39278 -1.23226
C -0.27405 2.36437 -0.77523
N 0.02560 2.12327 0.45185
H -1.30523 4.07454 -0.55055
H -1.32182 3.55534 -2.15684
H 0.13741 1.76841 -1.58983
H -0.62758 2.54487 1.09367
```

Results
- HOMO-LUMO gap (hartree) = 0.389
- net charge = +1



b:
The following is a quantum chemistry calculation of a cluster of 2 separate species, C3H11N4 in total, from the Open Molecules 2025 dataset.

Geometry as XYZ:
```
18
Properties=species:S:1:pos:R:3
C 1.42676 0.00729 -0.03204
C 2.79383 -0.31358 0.15066
C -2.36111 0.76960 0.74437
N 0.94767 0.95001 -0.78575
N -2.24781 -0.60604 -0.98752
N 0.60866 -0.66996 0.79202
N -1.70537 0.37420 -0.27005
H 3.41421 -0.51816 -0.65193
H 2.89695 -1.09957 0.86182
H 3.20743 0.66427 0.54925
H 1.18011 1.30411 -1.66904
H -3.33804 0.36067 1.08653
H -1.89546 1.53187 1.40484
H -0.08907 0.93454 -0.72051
H -2.18231 -0.73453 -1.96313
H -3.11990 -0.89362 -0.47788
H 0.90302 -1.54861 1.29659
H -0.43956 -0.51249 0.67176
```

Results
- HOMO-LUMO gap (hartree) = 0.380
- net charge = +1



c:
The following is a quantum chemistry calculation of a cluster of 2 separate species, C3H11N4 in total, from the Open Molecules 2025 dataset.

Geometry as XYZ:
```
18
Properties=species:S:1:pos:R:3
N -0.13010 -0.61079 2.25020
C -0.35397 0.74095 2.18950
N -1.19109 1.25372 1.37120
H 0.72215 -0.90574 2.65817
H -0.55863 -1.14890 1.50557
H 0.21755 1.32322 2.91196
H -1.34707 2.19875 1.68311
C 2.13184 -0.70499 -0.98679
N 0.90380 0.01419 -1.33665
C -0.20835 -0.59580 -1.63531
N -1.36467 -0.01118 -1.83904
H 2.40145 -0.49073 0.04771
H 2.93069 -0.36153 -1.63583
H 1.96574 -1.77610 -1.02795
H 0.85558 1.01774 -1.16079
H -0.17814 -1.67412 -1.66238
H -1.49087 0.97052 -1.61432
H -2.19606 -0.58523 -1.86303
```

Results
- HOMO-LUMO gap (hartree) = 0.351
- net charge = +1



Stability check: which of them is most stable? a.



a:
The following is a quantum chemistry calculation of a cluster of 2 separate species, C3H11N4 in total, from the Open Molecules 2025 dataset.

Geometry as XYZ:
```
18
Properties=species:S:1:pos:R:3
C -0.91167 1.92132 0.16477
N 1.38751 0.25803 1.35081
C 1.31085 1.65176 1.03211
N 0.24793 2.33665 0.95694
H -0.63545 1.82981 -0.89759
H -1.68718 2.67506 0.23216
H -1.29310 0.95221 0.48578
H 2.36119 0.01707 1.49404
H 0.83164 0.08220 2.17874
H 2.25991 2.16472 0.85611
N -1.52806 -2.55522 -1.49272
C -0.39440 -2.18190 -0.91924
N 0.18194 -1.01589 -0.95106
H -2.03123 -1.94499 -2.12007
H -1.66163 -3.55367 -1.50697
H 0.12539 -2.99122 -0.41039
H 0.65041 -0.65640 -0.07993
H -0.34409 -0.28466 -1.42272
```

Results
- HOMO-LUMO gap (hartree) = 0.305
- net charge = +1



b:
The following is a quantum chemistry calculation of a cluster of 3 separate species, C3H11N4 in total, from the Open Molecules 2025 dataset.

Geometry as XYZ:
```
18
Properties=species:S:1:pos:R:3
C -0.71602 1.77127 2.61913
C 0.30714 1.76878 1.82240
C -0.03646 0.06798 0.56092
N 1.30349 2.47721 1.35305
N -0.02084 0.37977 -0.70916
N -0.05132 -1.20940 0.96969
N -0.19996 -1.96970 -2.61142
H -0.73381 2.35424 3.55265
H -1.58548 1.01146 2.41323
H 1.93752 1.92121 0.79086
H 1.30423 3.49791 1.48727
H -0.07589 -0.44821 -1.44105
H -0.34159 1.30084 -0.87953
H -0.10709 -2.01630 0.40891
H -0.11435 -1.46155 1.95623
H 0.25795 -1.28274 -3.30294
H 0.43913 -2.69871 -2.35992
H -0.98767 -2.26130 -3.10295
```

Results
- HOMO-LUMO gap (hartree) = 0.346
- net charge = +1



Stability check: which of them is most stable? a.



a:
The following is a quantum chemistry calculation of a cluster of 12 separate species, H24O12 in total, from the Open Molecules 2025 dataset.

Geometry as XYZ:
```
36
Properties=species:S:1:pos:R:3
O 0.16416 -0.68011 0.04418
H -0.63376 -0.53716 0.56560
H 0.67561 0.12676 0.17216
O 2.89188 1.98612 -0.69387
H 2.21584 1.88542 -1.37345
H 2.73347 1.24825 -0.09434
O 1.90187 -3.14485 -0.31034
H 2.52441 -2.54098 -0.73077
H 1.06285 -2.95767 -0.74622
O -1.14669 2.70934 -1.90579
H -1.27049 1.75436 -1.94668
H -1.93616 3.06645 -2.32792
O 0.62629 -1.15950 -2.95790
H 0.07394 -1.26998 -3.74000
H 0.06417 -1.45005 -2.23086
O 1.79668 3.60608 0.82282
H 2.61088 3.29123 1.23140
H 2.08899 4.00854 -0.00276
O -3.94305 0.19998 3.17582
H -4.34624 0.42687 2.33027
H -3.58134 1.03456 3.49461
O 2.91896 -1.58125 1.45128
H 2.77008 -1.80510 2.37687
H 3.85035 -1.33573 1.41627
O -2.52218 -2.98568 -1.21986
H -3.05870 -2.20844 -1.41228
H -2.49280 -3.01784 -0.25701
O -4.92420 1.27578 -0.79967
H -4.16928 1.01111 -1.33729
H -5.61859 1.45641 -1.44323
O -2.67352 -0.89632 1.95693
H -2.34752 -0.46538 1.15880
H -2.28860 -0.38167 2.67523
O 5.38744 0.11109 1.08822
H 4.95142 0.00414 0.23531
H 5.64386 -0.78479 1.33448
```

Results
- HOMO-LUMO gap (hartree) = 0.354



b:
The following is a quantum chemistry calculation of a cluster of 12 separate species, H24O12 in total, from the Open Molecules 2025 dataset.

Geometry as XYZ:
```
36
Properties=species:S:1:pos:R:3
O -0.44494 0.83536 -0.59014
H -0.35487 -0.12159 -0.51854
H 0.41386 1.17320 -0.31207
O 0.34812 -3.99705 1.86415
H 0.51283 -3.05173 1.77336
H -0.46792 -4.04492 2.37482
O 2.91071 3.15277 -1.64578
H 2.61622 3.12574 -2.56313
H 2.69234 2.27861 -1.30352
O 2.47594 -0.44683 -2.29450
H 2.15766 -0.81576 -1.46289
H 3.04267 -1.13764 -2.65587
O 2.11754 1.04240 3.82455
H 1.79027 1.93350 3.99131
H 2.02602 0.93353 2.87126
O -2.00025 -1.20989 1.92264
H -2.07917 -2.10282 1.56848
H -2.84757 -0.79977 1.71564
O 0.30901 -2.45781 -0.68802
H 0.89009 -2.96322 -1.26758
H 0.55894 -1.54065 -0.84724
O 1.32610 3.85928 1.14640
H 1.05410 3.39340 1.94513
H 0.62774 4.50815 1.00407
O -2.61439 0.93496 -0.85990
H -3.44008 0.73128 -1.31349
H -2.52293 1.88956 -0.95673
O 4.37483 -2.31916 -1.14050
H 4.88173 -2.12620 -0.34375
H 3.47841 -2.04105 -0.92124
O -4.29702 -0.83529 -1.82595
H -4.85606 -0.06185 -1.69083
H -4.73030 -1.31592 -2.54027
O -4.25665 1.33581 0.41204
H -3.40163 0.99930 0.70304
H -4.03425 2.00026 -0.24980
```

Results
- HOMO-LUMO gap (hartree) = 0.348



c:
The following is a quantum chemistry calculation of a structure of composition H24O12, from the Open Molecules 2025 dataset.

Geometry as XYZ:
```
36
Properties=species:S:1:pos:R:3
O 0.77757 -0.35252 -1.67912
H 1.05720 -0.27013 -2.59085
H -0.17646 -0.41512 -1.72542
O -2.93037 0.26328 0.52671
H -2.35503 -0.49820 0.45360
H -2.35113 0.97696 0.79388
O -0.62989 0.22070 0.11721
H 0.02649 -0.42584 -0.14239
H -0.28153 1.05543 -0.19598
O -1.50912 -1.74730 0.57107
H -0.96353 -1.75067 1.35754
H -2.19909 -2.38479 0.75489
O 1.16403 1.63161 1.24042
H 0.89653 0.75759 1.52463
H 2.03669 1.50614 0.86766
O -1.81773 2.42295 -1.73481
H -0.90021 2.29435 -1.49430
H -2.05530 3.26007 -1.33603
O 0.31977 2.49495 -1.31260
H 0.99732 2.36390 -0.64929
H 0.80441 2.66173 -2.12102
O -0.96341 0.02251 2.20116
H -0.04009 0.26620 2.26700
H -1.19604 0.20716 1.29121
O 1.20947 -0.27253 1.89457
H 1.53272 -0.76582 2.64849
H 1.37638 -0.84357 1.14469
O -0.44587 -2.80835 -1.02026
H -0.92695 -2.03253 -0.73236
H -0.93811 -3.54450 -0.65691
O 2.20112 0.69225 -0.49195
H 1.43353 0.39782 -0.98220
H 2.73847 -0.09366 -0.39272
O 1.33611 -1.54419 0.18942
H 1.63236 -2.45227 0.12736
H 1.13969 -1.29362 -0.71327
```

Results
- HOMO-LUMO gap (hartree) = 0.310



d:
The following is a quantum chemistry calculation of a cluster of 12 separate species, H24O12 in total, from the Open Molecules 2025 dataset.

Geometry as XYZ:
```
36
Properties=species:S:1:pos:R:3
O -0.15301 -0.34255 0.14559
H 0.82302 -0.30018 0.15055
H -0.48145 0.40505 0.54329
O 0.93265 -0.38574 4.14536
H 0.30338 0.31769 3.98154
H 1.59186 -0.13295 4.86906
O -1.65463 -3.75967 -0.81318
H -1.27924 -4.55458 -0.27349
H -2.45827 -3.98182 -1.24289
O -2.67303 1.20515 0.34799
H -2.65900 1.91311 -0.21322
H -3.25922 0.59381 -0.09710
O 2.57283 -3.86988 1.16635
H 2.64207 -3.73091 2.11446
H 2.55584 -2.97149 0.76580
O 0.65789 -0.57399 -4.04291
H 1.10053 -1.04845 -4.78375
H 0.03812 -1.31124 -3.71885
O 0.30442 4.81726 1.62725
H 0.04246 3.92220 1.43958
H 1.17755 5.04002 1.17913
O 0.74087 2.93446 -0.80275
H -0.10240 2.72990 -1.17174
H 0.51075 2.57408 0.06896
O -3.48715 -4.30318 0.63719
H -2.78825 -3.66813 0.81467
H -3.01520 -5.11922 1.03023
O 0.55135 2.49604 -3.79154
H 1.15078 2.19844 -4.43364
H -0.05193 1.76967 -3.60114
O 0.17556 1.20947 2.65649
H 0.50249 2.13405 2.51669
H 0.41325 0.91476 1.81315
O 1.76507 1.15751 -1.33656
H 1.71589 1.49877 -0.42704
H 1.79416 0.22255 -1.26350
```

Results
- HOMO-LUMO gap (hartree) = 0.377



Stability check: which of them is most stable? a.



a:
The following is a quantum chemistry calculation of a cluster of 3 separate species, C3H10NO2 in total, from the Open Molecules 2025 dataset.

Geometry as XYZ:
```
16
Properties=species:S:1:pos:R:3
C -0.51761 0.14456 -1.00092
C -1.73679 0.43228 -1.43458
C -0.46036 1.36474 1.12669
N 0.06377 0.78008 0.12876
H 0.06499 -0.59057 -1.52707
H -2.51504 0.95032 -0.88879
H -2.11517 -0.16001 -2.25626
H 0.15817 1.68575 1.95310
H -1.47309 1.71210 1.03618
H 1.07281 0.54469 0.21276
H -1.04743 -2.47756 1.15695
H -0.09721 -2.58227 -0.08330
O -0.43006 -1.99876 0.59835
H 3.20761 0.36096 -0.37371
H 3.15090 -0.41029 0.92636
O 2.67452 0.24397 0.42547
```

Results
- HOMO-LUMO gap (hartree) = 0.348
- net charge = +1



b:
The following is a quantum chemistry calculation of a cluster of 2 separate species, C3H10NO2 in total, from the Open Molecules 2025 dataset.

Geometry as XYZ:
```
16
Properties=species:S:1:pos:R:3
O 1.12226 -1.97067 1.37259
C -0.00347 -1.63250 1.22646
C -0.37824 -0.48479 0.29092
C -1.42100 -0.80435 -0.75750
N 0.88611 -0.01521 -0.32999
H -0.86124 -2.18224 1.66336
H -0.72693 0.32681 0.94338
H -1.11572 -1.67358 -1.33366
H -2.38678 -1.01390 -0.27893
H -1.52264 0.04069 -1.42644
H 1.65231 -0.30262 0.29234
H 1.05004 -0.51453 -1.20636
H 0.88112 1.01314 -0.46086
H 1.70959 3.22040 -0.12726
H 0.24190 3.24720 0.32687
O 0.87270 2.74613 -0.19492
```

Results
- HOMO-LUMO gap (hartree) = 0.423
- net charge = +1



Stability check: which of them is most stable? b.